Record 1
Density functional theory data (ωB97M-V/def2-TZVPD) for a 7-piece molecular cluster, C45H41FN7O14 overall.

Summary:
HOMO-LUMO gap = 5.57 eV
Total energy = -3274.741546 Eh

The geometry in ORCA input format:
```
! RIJCOSX wB97M-V def2-TZVPD def2/J DEFGRID3
* xyz 1 1
C 1.309 2.318 -0.961
C -1.290 11.797 -1.153
C -5.691 -4.233 5.787
C -2.624 6.095 -0.952
C -0.556 -10.607 -0.050
N -4.555 5.146 -2.189
C -4.732 -3.991 3.184
C 5.883 3.598 -0.098
O 2.301 -0.188 0.931
O -3.458 12.517 -0.743
H -3.644 -5.811 3.572
H 0.282 -0.418 2.317
C -6.103 -3.155 4.993
H -0.041 13.004 -4.080
C -0.950 -2.161 2.560
H 2.107 -9.291 -1.817
H -1.690 -7.151 -1.427
H -2.468 8.840 1.054
H -2.006 -4.039 2.620
C -0.594 -10.369 -1.425
C -1.152 -3.498 2.214
O 5.870 8.012 -2.747
C 3.985 -10.355 -2.090
C 0.823 -3.454 0.819
C 1.719 3.547 0.056
C -0.267 -4.145 1.351
C 3.166 -9.343 -1.572
H 3.091 -7.586 -0.324
H 4.215 2.388 0.900
C -0.090 12.450 -3.145
O -6.972 -3.487 7.572
C -0.997 -9.126 -1.915
H 0.197 2.527 -1.301
H -1.644 -1.664 3.235
C 5.347 -10.411 -1.759
C 0.138 -1.460 2.037
O 2.888 -1.970 -0.207
H -1.026 7.037 0.148
H -0.239 -11.578 0.324
O -5.765 -5.297 7.848
C -0.929 -9.603 0.845
H 1.404 1.287 -0.404
N 2.151 -1.370 0.589
C 3.290 3.967 -0.320
C -1.343 -8.359 0.350
N 4.447 3.186 0.266
H -2.075 13.129 -2.684
H -6.792 -2.403 5.371
O 4.169 -12.250 -3.417
H 1.502 -3.971 0.145
C -1.238 12.518 -2.353
H -0.894 -9.804 1.913
H 2.541 5.812 -1.778
H -4.484 -6.041 5.884
C -4.253 8.128 0.079
N -2.503 11.846 -0.327
C 1.019 -2.109 1.162
C -3.985 6.150 -1.283
C -2.083 7.067 -0.109
C 5.127 6.910 -2.876
C -0.200 11.019 -0.740
O 4.310 6.786 -4.120
H 5.503 -7.665 0.247
H -1.978 5.311 -1.342
H -0.430 -5.189 1.088
H -0.224 10.459 0.193
C 2.217 2.224 -2.323
N 3.416 -11.360 -2.996
H -4.880 8.919 0.483
O -3.801 4.255 -2.610
H 5.993 -11.194 -2.149
F 0.786 4.703 0.032
N -6.178 -4.348 7.167
O 2.217 -11.258 -3.291
C 5.075 -8.424 -0.405
C 0.942 10.957 -1.541
H -5.926 -2.200 3.067
H 1.762 3.120 1.146
C 6.252 4.832 -1.141
H 7.356 5.111 -1.428
C -4.805 7.162 -0.765
H 3.463 6.278 -3.938
H 3.298 1.795 -2.114
C -1.375 -8.114 -1.029
C 5.888 -9.438 -0.916
O -2.152 -6.232 0.808
H 1.883 11.612 -3.366
H 2.282 3.239 -2.932
C -5.617 -3.038 3.689
H 1.697 1.431 -3.041
H -0.308 -11.157 -2.119
H -1.021 -8.947 -2.987
C -2.895 8.081 0.402
O -5.754 5.248 -2.484
O -2.503 11.209 0.737
C -4.331 -5.070 3.974
H 6.747 2.970 0.419
H -5.863 7.214 -1.010
C 3.718 -8.378 -0.728
H -4.352 -3.893 2.169
H 6.944 -9.469 -0.659
C 3.481 5.227 -1.352
C -4.808 -5.197 5.280
H 1.791 10.351 -1.232
C 0.993 11.668 -2.741
C 5.009 5.675 -1.804
N -1.760 -7.307 1.285
O -1.700 -7.555 2.498
*
```

Here are the Mulliken charges for atoms 1 to 99, given in e: 0.00, 0.03, 0.00, -0.29, -0.46, 0.97, -0.49, -0.14, -0.66, -0.58, 0.42, 0.43, -0.39, 0.37, -0.62, 0.43, 0.45, 0.44, 0.42, -0.48, -0.04, -0.43, -0.07, -0.59, 0.03, -0.41, -0.09, 0.47, 0.30, -0.44, -0.58, -0.57, 0.35, 0.42, -0.35, -0.23, -0.58, 0.44, 0.40, -0.58, -0.35, -0.13, 1.02, 0.03, 0.07, 0.01, 0.44, 0.44, -0.57, 0.50, -0.39, 0.46, 0.45, 0.44, -0.45, 1.00, -0.03, 0.01, -0.40, 0.30, -0.12, -0.40, 0.36, 0.49, 0.30, 0.44, -0.89, 0.96, 0.43, -0.60, 0.44, -0.28, 0.97, -0.58, -0.41, -0.56, 0.39, 0.29, -0.50, 0.38, -0.38, 0.37, 0.27, -0.21, -0.43, -0.59, 0.38, 0.20, -0.56, 0.38, 0.40, 0.39, -0.54, -0.57, -0.59, -0.16, 0.35, 0.44, -0.51

Record 2
Density functional theory data (ωB97M-V/def2-TZVPD) for C2H8N3 as an isolated structure.

Summary:
HOMO-LUMO gap (alpha / beta) = 8.59 / 7.77 eV
ΔE to the lowest compared entry with this formula, charge and spin = 1.144 eV
<S²> = 2.01
Total energy = -244.804816 Eh

The geometry in ORCA input format:
```
! RIJCOSX wB97M-V def2-TZVPD def2/J DEFGRID3
* xyz 1 3
H 0.137 0.678 -1.348
N -1.066 0.103 0.272
H -2.355 -1.506 0.413
H 1.032 2.474 -0.387
H -1.123 -2.996 -0.618
H -1.474 0.891 0.881
H 1.299 1.359 1.143
C 1.208 1.507 0.080
H 2.165 1.227 -0.214
C -1.406 -1.091 0.030
H 0.229 -1.971 -0.833
N 0.522 0.409 -0.490
N -0.711 -2.016 -0.509
*
```

Table of Mulliken atomic charges, one value per atom, all in e: 0.31, -0.23, 0.31, 0.31, 0.29, 0.30, 0.40, -0.83, 0.38, 0.14, 0.23, -0.31, -0.29

Record 3
Density functional theory data (ωB97M-V/def2-TZVPD) for a 2-piece molecular cluster, C4H9NO overall.

Summary:
HOMO-LUMO gap = 7.30 eV
ΔE to the lowest compared entry with this formula, charge and spin = 3.771 eV
Total energy = -287.693877 Eh

The geometry in ORCA input format:
```
! RIJCOSX wB97M-V def2-TZVPD def2/J DEFGRID3
* xyz 0 1
H -2.275 -1.109 -1.055
C 1.318 1.068 0.401
C 0.596 2.335 0.058
C -1.620 -1.359 -0.226
N -0.868 -2.428 -0.248
H 0.461 2.973 0.938
H 2.310 1.143 0.832
H -0.396 2.129 -0.356
H 1.145 2.927 -0.682
H -0.308 -0.160 -0.126
H -1.892 -0.950 0.740
O 1.229 -1.344 0.498
H -0.750 -2.849 -1.164
H 0.222 -2.214 0.196
C 0.829 -0.160 0.193
*
```

Table of Mulliken atomic charges, one value per atom, all in e: 0.31, -0.22, -0.94, -0.44, -0.38, 0.25, 0.37, 0.27, 0.24, -0.17, 0.36, -0.69, 0.28, 0.41, 0.36